Entry 1:
Entry from the OMol25 dataset: a structure of composition C29H28AsCrN2O6S (ωB97M-V/def2-TZVPD).

CARTESIAN COORDINATES (ANGSTROEM)
1 Cr 0.5944 -0.2067 0.3616
2 O -1.7092 -1.6846 3.5166
3 C -1.0867 -1.0932 2.5348
4 O -0.2086 -1.5842 1.8448
5 C -1.5324 0.3233 2.2758
6 C -2.4926 1.0471 2.9573
7 C -2.7250 2.3550 2.5487
8 C -1.9953 2.8928 1.4901
9 C -1.0534 2.0920 0.8777
10 N -0.8461 0.8443 1.2750
11 C -0.1043 2.4267 -0.2549
12 O -0.0950 3.5855 -0.8402
13 O 0.6913 1.5604 -0.6174
14 H -1.3562 -2.5825 3.6531
15 H -3.0349 0.6007 3.7799
16 H -3.4680 2.9576 3.0534
17 H -2.1711 3.9142 1.1755
18 H -0.7608 4.2080 -0.5126
19 O -0.7361 -1.1988 -0.9280
20 S -1.2403 -2.6485 -0.9465
21 C -0.3587 -3.4520 -2.2637
22 C -0.4035 -4.8379 -2.3053
23 C 0.2053 -5.4915 -3.3657
24 C 0.8443 -4.7580 -4.3573
25 C 0.8851 -3.3704 -4.2901
26 C 0.2848 -2.7012 -3.2327
27 C -2.8598 -2.5552 -1.6549
28 C -3.7687 -3.5385 -1.2958
29 C -5.0271 -3.5263 -1.8825
30 C -5.3547 -2.5350 -2.7961
31 C -4.4328 -1.5480 -3.1322
32 C -3.1692 -1.5523 -2.5639
33 H -0.9061 -5.4035 -1.5287
34 H 0.1787 -6.5716 -3.4188
35 H 1.3105 -5.2709 -5.1882
36 H 1.3735 -2.8093 -5.0771
37 H 0.3019 -1.6225 -3.1567
38 H -3.5068 -4.3024 -0.5725
39 H -5.7505 -4.2865 -1.6202
40 H -6.3371 -2.5281 -3.2492
41 H -4.6987 -0.7795 -3.8460
42 H -2.4367 -0.7975 -2.8184
43 C 3.6286 -0.8793 -3.0339
44 As 3.5776 -0.6300 -1.1530
45 C 4.8766 -1.7684 -0.3624
46 C 4.0655 1.1788 -0.7668
47 O 2.0409 -1.0745 -0.6025
48 H 4.6019 -0.5580 -3.4034
49 H 2.8437 -0.2841 -3.4959
50 H 3.4772 -1.9341 -3.2492
51 H 5.8494 -1.5469 -0.8000
52 H 4.6076 -2.8038 -0.5575
53 H 4.9022 -1.5799 0.7086
54 H 5.0714 1.1703 -0.3512
55 H 3.3755 1.6033 -0.0406
56 H 4.0481 1.7577 -1.6872
57 N 5.3146 1.2108 5.9311
58 C 4.5897 1.0195 5.0613
59 C 3.6750 0.7790 3.9689
60 C 2.9009 1.8184 3.4699
61 C 2.0213 1.5701 2.4237
62 C 1.8998 0.3050 1.8456
63 C 2.6915 -0.7262 2.3679
64 C 3.5677 -0.4961 3.4173
65 H 2.9909 2.8070 3.9011
66 H 1.4377 2.4114 2.0561
67 H 2.6250 -1.7274 1.9567
68 H 4.1729 -1.2998 3.8175

- E_HOMO (alpha / beta) (hartree) = -0.511 / -0.515
- <S²> = 3.799
- HOMO-LUMO gap (alpha / beta) (eV) = 7.0 / 6.9
- total charge = +2
- spin multiplicity = 4
- LUMO energy (alpha / beta) (eV) = -6.89 / -7.07

Entry 2:
Entry from the OMol25 dataset: a structure of composition C29H28AuFN6O5 (ωB97M-V/def2-TZVPD).

CARTESIAN COORDINATES (ANGSTROEM)
1 Au -0.0697 0.1564 0.0945
2 O 3.4185 0.2462 -3.2461
3 C 3.9665 1.3710 -2.8230
4 C 5.0977 1.8587 -3.5057
5 C 5.7035 3.0249 -3.1073
6 C 5.2006 3.7504 -2.0244
7 C 4.0951 3.2876 -1.3352
8 C 3.4651 2.0992 -1.7105
9 C 2.3033 1.6129 -0.9697
10 O 1.7133 0.5407 -1.2914
11 N 1.9237 2.3664 0.0647
12 N 0.9035 1.9722 0.7436
13 C 0.4004 2.5719 1.7681
14 C -0.7217 1.9739 2.4378
15 C -1.4131 2.6016 3.4784
16 C -2.4682 1.9363 4.0782
17 C -2.7969 0.6565 3.6509
18 C -2.0680 0.1027 2.6118
19 N -1.0748 0.7428 2.0270
20 H 2.6328 0.0257 -2.6922
21 H 5.4640 1.2896 -4.3451
22 H 6.5730 3.3828 -3.6384
23 H 5.6746 4.6726 -1.7278
24 H 3.6999 3.8360 -0.4953
25 H 0.8248 3.5002 2.1364
26 H -1.1247 3.5900 3.7996
27 H -3.0359 2.4024 4.8676
28 H -3.5962 0.0954 4.1058
29 H -2.2846 -0.8854 2.2341
30 C -4.4814 -5.9530 1.7001
31 C -4.0915 -5.8301 0.2296
32 N -2.9890 -4.8914 0.0726
33 C -3.2847 -3.5976 -0.1131
34 C -2.3697 -2.5827 -0.1829
35 C -2.9556 -1.1366 -0.3812
36 O -4.1488 -1.0909 -0.1591
37 O -2.1496 -0.2597 -0.7260
38 C -0.9793 -2.8520 -0.0652
39 O -0.0266 -2.0556 -0.0862
40 C -0.6780 -4.2694 0.1377
41 C 0.6655 -4.6278 0.2706
42 C 1.0193 -5.9292 0.4912
43 F 2.3327 -6.2224 0.5708
44 C 0.0537 -6.9467 0.6059
45 C -1.2796 -6.5822 0.4788
46 C -1.6747 -5.2612 0.2262
47 N 0.3695 -8.2891 0.8574
48 C -0.0654 -9.2669 -0.1195
49 C -0.2004 -10.6309 0.5479
50 N 1.1136 -11.0173 1.1222
51 C 1.5753 -9.9928 2.0955
52 C 1.6668 -8.6340 1.4059
53 H -5.3088 -6.6478 1.8080
54 H -4.7994 -4.9872 2.0854
55 H -3.6458 -6.3043 2.3010
56 H -4.9409 -5.4552 -0.3436
57 H -3.8115 -6.7972 -0.1900
58 H -4.3310 -3.3426 -0.2076
59 H 1.4198 -3.8630 0.1763
60 H -2.0209 -7.3548 0.5990
61 H 0.6529 -9.3345 -0.9529
62 H -1.0280 -8.9723 -0.5351
63 H -0.5223 -11.3793 -0.1767
64 H -0.9288 -10.5813 1.3587
65 H 1.8028 -11.0862 0.3599
66 H 1.0505 -11.9366 1.5751
67 H 2.5533 -10.2753 2.4855
68 H 0.8615 -9.9528 2.9199
69 H 2.4520 -8.6638 0.6358
70 H 1.9524 -7.8963 2.1563

- E_HOMO (alpha / beta) (hartree) = -0.449 / -0.449
- relative energy (zero: lowest compared OMol25 entry of this formula, charge and spin) (kJ/mol) = 115.5
- HOMO-LUMO gap (alpha / beta) (eV) = 4.0 / 4.0
- total charge = +2
- LUMO energy (alpha / beta) (eV) = -8.19 / -8.19

Entry 3:
Entry from the OMol25 dataset: a structure of composition C29H28BF4MnN15O (ωB97M-V/def2-TZVPD).

CARTESIAN COORDINATES (ANGSTROEM)
1 Mn 0.3111 0.1435 0.9769
2 C 1.8825 -2.5838 -1.8619
3 C 0.8514 -1.8146 -1.3608
4 N 1.1970 -1.3022 -0.1686
5 N 2.4582 -1.7238 0.1082
6 C 2.8803 -2.4935 -0.9043
7 B 3.0601 -1.3058 1.4842
8 N 1.9497 -1.6484 2.5256
9 C 1.9177 -2.5615 3.4991
10 C 0.6489 -2.5695 4.0720
11 C -0.0584 -1.6130 3.3733
12 N 0.7435 -1.0536 2.4414
13 N 3.1715 0.2467 1.4416
14 C 4.2113 1.0758 1.5695
15 C 3.7878 2.3758 1.3073
16 C 2.4408 2.2654 1.0216
17 N 2.0817 0.9677 1.1022
18 N 4.3588 -1.9074 1.9251
19 C 5.2399 -2.8066 1.4400
20 C 6.2561 -2.9420 2.3823
21 C 5.8940 -2.0555 3.4372
22 N 4.7533 -1.4584 3.1872
23 H 1.9097 -3.1452 -2.7832
24 H -0.1201 -1.6288 -1.7933
25 H 3.8656 -2.9293 -0.9218
26 H 2.7892 -3.1486 3.7492
27 H 0.2982 -3.1812 4.8899
28 H -1.0700 -1.2706 3.5295
29 H 5.1926 0.7113 1.8388
30 H 4.3866 3.2738 1.3099
31 H 1.7313 3.0278 0.7395
32 H 5.1382 -3.3122 0.4920
33 H 7.1473 -3.5490 2.3080
34 H 6.4219 -1.8734 4.3631
35 N -5.5005 0.5131 1.2502
36 C -4.3454 -0.4059 0.9327
37 C -2.9808 0.2666 1.1617
38 N -1.8702 -0.6391 0.7831
39 H -6.3940 0.0399 1.0874
40 H -5.5014 1.3539 0.6715
41 H -5.5041 0.8121 2.2280
42 H -4.4553 -0.7120 -0.1063
43 H -4.4623 -1.2859 1.5614
44 H -2.8580 0.5418 2.2086
45 H -2.8981 1.1734 0.5619
46 H -1.9662 -0.8811 -0.2003
47 H -1.9503 -1.5176 1.2904
48 F -2.4659 0.1767 -2.3017
49 C -2.2724 0.3364 -3.6332
50 C -3.2237 -0.1061 -4.4862
51 F -4.2892 -0.6768 -3.9679
52 C -3.0864 0.0323 -5.9015
53 C -1.8817 0.6193 -6.3457
54 C -0.9276 1.0865 -5.4637
55 F 0.1529 1.6285 -5.9513
56 C -1.0940 0.9806 -4.0584
57 C -0.1571 1.5161 -3.1383
58 C -0.2044 1.2928 -1.7611
59 N -0.1266 1.1090 -0.6216
60 C 0.9197 2.3792 -3.5037
61 N 1.8380 3.0426 -3.7287
62 F -1.6343 0.7531 -7.6154
63 C -4.1106 -0.3840 -6.8037
64 C -3.9682 -0.3266 -8.2085
65 N -3.8551 -0.2736 -9.3602
66 C -5.3606 -0.8669 -6.3390
67 N -6.3791 -1.2592 -5.9590
68 C 1.4451 1.7101 4.4582
69 N 0.5714 2.7623 3.9313
70 C 0.6682 4.0791 4.5845
71 C -0.2182 2.5799 2.9212
72 O -0.3697 1.4906 2.2692
73 H 1.5392 1.8415 5.5330
74 H 2.4390 1.7856 4.0123
75 H 1.0233 0.7345 4.2508
76 H 0.3098 4.0097 5.6096
77 H 0.0842 4.8216 4.0482
78 H 1.7110 4.3903 4.6058
79 H -0.7886 3.4574 2.6194

- E_HOMO (alpha / beta) (hartree) = -0.611 / -0.683
- <S²> = 8.817
- relative energy (zero: lowest compared OMol25 entry of this formula, charge and spin) (kJ/mol) = 74.7
- HOMO-LUMO gap (alpha / beta) (eV) = 5.7 / 4.2
- total charge = +4
- spin multiplicity = 6
- LUMO energy (alpha / beta) (eV) = -10.89 / -14.39

Entry 4:
Entry from the OMol25 dataset: a structure of composition C29H28Cl2I2N6O2Ru (ωB97M-V/def2-TZVPD).

CARTESIAN COORDINATES (ANGSTROEM)
1 Ru -0.1879 -0.5071 0.0585
2 I -7.1785 0.0322 -3.4812
3 C -5.4420 0.3666 -2.3467
4 C -4.7418 1.5563 -2.4876
5 C -3.5488 1.7149 -1.8160
6 I -2.4014 3.4493 -2.0520
7 C -3.0040 0.7169 -0.9721
8 O -1.8368 0.8744 -0.4174
9 C -3.8042 -0.4319 -0.7777
10 C -3.2873 -1.4675 0.1671
11 N -2.0466 -2.0313 -0.3789
12 C -1.5825 -3.2404 0.2896
13 C -0.2516 -3.6268 -0.2882
14 C 0.2206 -4.9272 -0.2152
15 C 1.4637 -5.2188 -0.7516
16 C 2.1945 -4.1963 -1.3388
17 C 1.6478 -2.9284 -1.3765
18 N 0.4474 -2.6456 -0.8649
19 C -4.9822 -0.6113 -1.4793
20 H -5.1157 2.3432 -3.1275
21 H -4.0533 -2.2320 0.3350
22 H -3.0423 -1.0049 1.1275
23 H -2.1929 -2.2453 -1.3626
24 H -2.2877 -4.0732 0.1893
25 H -1.4649 -3.0293 1.3573
26 H -0.3801 -5.6939 0.2549
27 H 1.8590 -6.2243 -0.7052
28 H 3.1740 -4.3770 -1.7562
29 H 2.1878 -2.1078 -1.8292
30 H -5.5582 -1.5195 -1.3484
31 Cl 4.8997 -0.9030 0.8891
32 C 3.6762 -0.9217 2.0996
33 C 4.0337 -0.9838 3.4455
34 C 3.0697 -1.0019 4.4225
35 Cl 3.5370 -1.0983 6.0802
36 C 1.7038 -0.9125 4.0764
37 C 0.6549 -0.8588 5.0168
38 C -0.6351 -0.6865 4.5847
39 C -0.8856 -0.6055 3.2105
40 N 0.0669 -0.7051 2.3071
41 C 1.3554 -0.8411 2.7047
42 C 2.3396 -0.8689 1.6718
43 O 2.0097 -0.8203 0.4309
44 H 5.0806 -1.0169 3.7128
45 H 0.8849 -0.9410 6.0695
46 H -1.4549 -0.6075 5.2829
47 H -1.8964 -0.4612 2.8485
48 C 2.0282 2.8306 -3.6469
49 C 0.9202 1.7903 -3.6470
50 N 0.8103 1.2882 -2.2945
51 C 0.9410 2.0765 -1.1908
52 N 0.7677 1.5244 -0.0091
53 C 0.9020 2.3249 1.1903
54 C 0.5016 3.7664 0.9163
55 C 1.3211 4.2953 -0.2442
56 N 1.2909 3.3662 -1.3674
57 C 1.6438 3.9239 -2.6692
58 H 2.1697 3.2483 -4.6421
59 H 2.9607 2.3616 -3.3270
60 H 1.1607 0.9656 -4.3164
61 H -0.0179 2.2493 -3.9772
62 H 0.5198 0.3483 -2.1145
63 H 1.9316 2.2690 1.5664
64 H 0.2526 1.9001 1.9573
65 H 0.6602 4.3846 1.7988
66 H -0.5590 3.7863 0.6590
67 H 2.3590 4.4609 0.0649
68 H 0.9158 5.2512 -0.5837
69 H 2.4788 4.6112 -2.5187
70 H 0.7968 4.4969 -3.0633

- E_HOMO (alpha / beta) (hartree) = -0.370 / -0.370
- <S²> = 0.849
- relative energy (zero: lowest compared OMol25 entry of this formula, charge and spin) (kJ/mol) = 381.8
- HOMO-LUMO gap (alpha / beta) (eV) = 5.6 / 6.1
- total charge = +1
- spin multiplicity = 2
- LUMO energy (alpha / beta) (eV) = -4.44 / -3.96

Entry 5:
Entry from the OMol25 dataset: a structure of composition C29H28N2O6PSiV (ωB97M-V/def2-TZVPD).

CARTESIAN COORDINATES (ANGSTROEM)
1 V 0.1655 -0.0958 -0.2811
2 O -3.2541 0.8625 5.7930
3 C -3.6879 0.2930 4.7712
4 O -4.7615 -0.3065 4.5649
5 C -2.7605 0.3781 3.5438
6 C -1.4585 0.8467 3.6649
7 C -0.6107 0.8198 2.5758
8 N -0.9966 0.3372 1.3835
9 C -2.2785 -0.0587 1.2441
10 C -3.1769 -0.0421 2.2853
11 C -2.6286 -0.5043 -0.1555
12 O -3.7525 -0.7448 -0.4959
13 O -1.5504 -0.5716 -0.9667
14 H -1.1353 1.2157 4.6293
15 H 0.4089 1.1811 2.6212
16 H -4.1920 -0.3855 2.1382
17 O 0.9567 1.0593 -2.3918
18 N 1.0040 -0.3120 -1.9253
19 C 1.6015 -1.1370 -2.7670
20 C 1.7355 -2.5197 -2.4472
21 C 2.3638 -3.3151 -3.4439
22 C 2.5087 -4.6669 -3.3194
23 C 2.0064 -5.3294 -2.1867
24 C 1.4174 -4.5865 -1.1939
25 C 1.2914 -3.1848 -1.2569
26 P 0.6096 -2.3314 0.1983
27 C -0.9100 -3.2533 0.6395
28 C -1.3681 -3.2125 1.9561
29 C -2.6256 -3.7011 2.2823
30 C -3.4316 -4.2411 1.2904
31 C -2.9829 -4.2823 -0.0240
32 C -1.7324 -3.7799 -0.3524
33 C 1.6717 -2.6477 1.6588
34 C 2.0067 -3.9410 2.0642
35 C 2.7784 -4.1482 3.1945
36 C 3.2177 -3.0654 3.9496
37 C 2.8821 -1.7781 3.5658
38 C 2.1164 -1.5733 2.4235
39 H 1.3536 1.5540 -1.6463
40 H 1.9559 -0.7503 -3.7111
41 H 2.7258 -2.8140 -4.3347
42 H 2.9955 -5.2275 -4.1084
43 H 2.0684 -6.4061 -2.1004
44 H 0.9911 -5.1102 -0.3480
45 H -0.7574 -2.7684 2.7337
46 H -2.9836 -3.6257 3.3014
47 H -4.4215 -4.6037 1.5385
48 H -3.6225 -4.6772 -0.8038
49 H -1.4063 -3.7691 -1.3853
50 H 1.6570 -4.8007 1.5104
51 H 3.0296 -5.1591 3.4914
52 H 3.8144 -3.2305 4.8382
53 H 3.2068 -0.9271 4.1524
54 H 1.8748 -0.5644 2.1180
55 C 3.9300 1.9660 1.8047
56 Si 3.3288 1.1205 0.2612
57 C 4.2386 -0.4906 0.0805
58 C 3.8139 2.1831 -1.1861
59 O 1.6900 0.9344 0.3515
60 H 5.0227 1.9054 1.8648
61 H 3.5163 1.4963 2.7035
62 H 3.6457 3.0227 1.8184
63 H 5.2000 -0.3216 -0.4170
64 H 3.6719 -1.2006 -0.5326
65 H 4.4311 -0.9675 1.0449
66 H 4.8491 2.5192 -1.0648
67 H 3.1836 3.0752 -1.2739
68 H 3.7418 1.6282 -2.1274

- E_HOMO (alpha / beta) (hartree) = -0.150 / -0.138
- <S²> = 0.764
- relative energy (zero: lowest compared OMol25 entry of this formula, charge and spin) (kJ/mol) = 0.0
- HOMO-LUMO gap (alpha / beta) (eV) = 6.0 / 5.3
- total charge = -1
- spin multiplicity = 2
- LUMO energy (alpha / beta) (eV) = 1.95 / 1.58

Entry 6:
Entry from the OMol25 dataset: a structure of composition C29H28N5S5Ti (ωB97M-V/def2-TZVPD).

CARTESIAN COORDINATES (ANGSTROEM)
1 Ti 0.6693 -0.1462 -0.3257
2 S -2.9958 -0.8415 1.2581
3 C -2.3765 -0.1307 2.7610
4 C -3.4037 0.2057 3.6514
5 C -3.1533 0.8250 4.8648
6 C -1.8471 1.0755 5.2489
7 C -0.8131 0.7325 4.3975
8 C -1.0592 0.1714 3.1411
9 S 0.4079 -0.2159 2.2081
10 C 1.3320 1.3698 2.4212
11 C 2.2937 1.7354 1.3115
12 C 3.4782 2.3739 1.6131
13 C 4.2630 2.8512 0.5803
14 C 3.8085 2.7473 -0.7183
15 C 2.6021 2.1116 -0.9527
16 C 1.9337 2.1580 -2.3037
17 S 1.0268 0.6259 -2.7120
18 C -0.6069 1.2127 -3.0825
19 C -0.9836 1.2681 -4.4278
20 C -2.2358 1.7393 -4.7789
21 C -3.1004 2.1641 -3.7754
22 C -2.7319 2.0888 -2.4403
23 C -1.4805 1.5892 -2.0550
24 S -1.0946 1.4747 -0.3254
25 N 1.9084 1.5396 0.0413
26 H -4.4204 -0.0384 3.3689
27 H -3.9768 1.0758 5.5224
28 H -1.6272 1.5144 6.2148
29 H 0.2088 0.9077 4.7190
30 H 1.8704 1.3434 3.3590
31 H 0.5672 2.1441 2.4737
32 H 3.7751 2.5036 2.6487
33 H 5.2126 3.3266 0.7923
34 H 4.3654 3.1721 -1.5450
35 H 2.6545 2.3728 -3.0842
36 H 1.1887 2.9484 -2.2884
37 H -0.2855 0.9377 -5.1922
38 H -2.5323 1.7816 -5.8223
39 H -4.0781 2.5574 -4.0368
40 H -3.4215 2.4024 -1.6623
41 C -3.0952 -4.2161 -3.3493
42 C -3.5619 -2.9151 -2.7118
43 N -3.2459 -2.8334 -1.2798
44 C -2.0038 -2.5220 -0.8392
45 S -1.8808 -2.5905 0.9702
46 N -1.0899 -2.2009 -1.6904
47 N 0.1088 -1.7624 -1.1311
48 C 1.2648 -2.2552 -1.6849
49 C 1.1948 -3.1236 -2.8972
50 C 2.4224 -1.8773 -1.0085
51 C 3.7709 -2.1631 -1.4354
52 C 4.7909 -1.9956 -0.5739
53 C 4.5397 -1.5522 0.7712
54 C 3.2937 -1.1901 1.1082
55 N 2.2286 -1.2269 0.2235
56 H -3.3299 -4.2194 -4.4181
57 H -3.5866 -5.0776 -2.8907
58 H -2.0120 -4.3314 -3.2386
59 H -4.6384 -2.7965 -2.8058
60 H -3.0920 -2.0639 -3.1965
61 H -3.8512 -3.2773 -0.6156
62 H 0.5253 -3.9580 -2.7019
63 H 2.1764 -3.5227 -3.1519
64 H 0.7940 -2.5918 -3.7650
65 H 3.9462 -2.5377 -2.4375
66 H 5.8054 -2.2245 -0.8865
67 H 5.3339 -1.5078 1.5072
68 H 3.0718 -0.8526 2.1111

- E_HOMO (alpha / beta) (hartree) = -0.339 / -0.339
- relative energy (zero: lowest compared OMol25 entry of this formula, charge and spin) (kJ/mol) = 195.9
- HOMO-LUMO gap (alpha / beta) (eV) = 6.3 / 6.3
- total charge = +1
- LUMO energy (alpha / beta) (eV) = -2.92 / -2.92

- Which formula does entry 3 have?
  C29H28BF4MnN15O

- Which formula does entry 3 have?
  C29H28BF4MnN15O

- The highest total charge belongs to which entry?
  C29H28BF4MnN15O